Model 1:
The following is a quantum chemistry calculation of the molecule C3H6N2, from the OMol25 dataset.

Its molar mass is 70.1 g mol⁻¹. The value obtained for the lowest unoccupied orbital energy is 0.0240 hartree. As for the multiplicity: 1.

Positions of all 11 atoms, in Å:
H: -1.83522 -1.41340 -0.40067
N: -0.89068 -1.07321 -0.13731
C: -0.32924 0.11725 -0.36225
N: -0.92897 1.25736 -0.83044
C: 0.88666 0.21529 0.30185
C: 1.49251 -0.71691 1.06452
H: -0.51724 2.21157 -0.56256
H: -2.06508 1.27118 -0.96178
H: 1.23870 1.24034 0.20418
H: 2.61160 -0.65446 1.41230
H: 1.00522 -1.63800 1.05807

Model 2:
The following is a quantum chemistry calculation of the molecule C3H6N2, from the OMol25 dataset.

Its molar mass is 70.1 g mol⁻¹. The value obtained for the lowest unoccupied orbital energy is 0.0376 hartree. As for the multiplicity: 1.

Positions of all 11 atoms, in Å:
H: -2.60289 -0.13187 -1.17759
N: -2.50095 0.02608 -0.04795
C: -1.20772 -0.23490 0.18560
N: -0.00835 -0.28201 -0.65087
C: 0.85847 0.83925 -0.02213
C: 1.26938 -0.55871 0.01562
H: -0.79274 -0.29409 1.15864
H: 0.23416 1.50567 0.76161
H: 1.37882 1.40793 -0.76701
H: 1.09702 -1.13805 0.96402
H: 2.27479 -1.13929 -0.41993

Which is the most stable structure? model 1 is the most stable.

Model 1:
The following is a quantum chemistry calculation of the molecule C3H6N2, from the OMol25 dataset.

Its molar mass is 70.1 g mol⁻¹. The value obtained for the lowest unoccupied orbital energy is 0.0314 hartree. As for the multiplicity: 1.

Positions of all 11 atoms, in Å:
C: -0.40954 -0.30916 1.07566
C: 0.25937 -0.29420 -0.27232
N: -0.81831 0.15543 -1.11851
C: 1.52981 0.46386 -0.38764
N: 2.54236 1.01062 -0.52315
H: 0.34747 -0.46874 1.86544
H: -1.12199 0.64906 1.01772
H: -1.10848 -1.15782 1.04699
H: 0.50564 -1.36278 -0.25835
H: -0.46643 0.57098 -1.98381
H: -1.33454 0.80561 -0.42729

Model 2:
The following is a quantum chemistry calculation of the molecule C3H6N2, from the OMol25 dataset.

Its molar mass is 70.1 g mol⁻¹. The value obtained for the lowest unoccupied orbital energy is 0.0332 hartree. As for the multiplicity: 1.

Positions of all 11 atoms, in Å:
C: -2.46473 0.22748 -0.00924
C: -1.28500 -0.42459 0.03320
C: 0.02661 0.26951 0.01574
N: 1.10564 -0.46368 -0.01336
N: 2.32358 0.19679 -0.11378
H: -3.36972 -0.32227 -0.06328
H: -2.52230 1.31467 -0.07211
H: -1.19388 -1.47984 0.10928
H: 0.00653 1.39262 -0.03804
H: 2.35353 1.03072 0.54387
H: 3.06007 -0.50210 0.17207

Model 3:
The following is a quantum chemistry calculation of a cluster of 2 separate species, C3H6N2 in total, from the OMol25 dataset.

Its molar mass is 70.1 g mol⁻¹. The value obtained for the lowest unoccupied orbital energy (spin up / spin down) is -0.0338 / -0.0016 hartree. As for the multiplicity: 1.

Positions of all 11 atoms, in Å:
C: 1.59502 -0.97533 -0.23585
N: 0.30194 -0.32580 -0.13936
C: -1.36854 1.54084 0.20480
C: -1.89816 0.33828 -0.13773
N: -1.89031 -0.81720 -0.41599
H: 1.53020 -2.03845 0.04148
H: 2.31906 -0.51665 0.45682
H: 1.98299 -0.89432 -1.25443
H: -0.00258 -0.46434 0.82721
H: -1.43194 1.89566 1.22849
H: -1.13769 2.25731 -0.57542

Model 4:
The following is a quantum chemistry calculation of the molecule C3H6N2, from the OMol25 dataset.

Its molar mass is 70.1 g mol⁻¹. The value obtained for the lowest unoccupied orbital energy is 0.0172 hartree. As for the multiplicity: 1.

Positions of all 11 atoms, in Å:
C: -2.39581 0.35581 -0.04094
C: -1.35406 -0.51810 0.00258
C: 0.00246 0.18569 0.02424
N: 1.11940 -0.59101 0.01752
N: 2.31697 0.29103 -0.19065
H: -3.48496 -0.06396 -0.00241
H: -2.22335 1.45615 -0.30705
H: -1.33758 -1.56365 0.24292
H: 0.12154 1.25144 0.47706
H: 2.02399 1.02897 0.75652
H: 3.33028 -0.14950 0.12960

Which is the most stable structure? model 1 is the most stable.

Model 1:
The following is a quantum chemistry calculation of the molecule C3H9N2OP, from the OMol25 dataset.

Its molar mass is 120.1 g mol⁻¹. The value obtained for the lowest unoccupied orbital energy is 0.0232 hartree. As for the multiplicity: 1.

Positions of all 16 atoms, in Å:
C: 1.85174 -1.07518 0.00101
P: 0.50475 -0.05925 0.02161
C: -0.36294 -0.01776 1.68314
C: 0.00514 1.69199 -0.56615
N: -0.58295 -1.02507 -0.94170
N: -1.77934 -0.45928 -1.29027
O: -2.64940 -1.18394 -1.68311
H: 2.21490 -1.17411 -1.07499
H: 2.65366 -0.83772 0.82780
H: -0.98281 0.79237 1.74774
H: -0.90335 -0.97125 1.73433
H: 0.30811 0.15592 2.49193
H: -0.11605 1.60464 -1.69786
H: -0.78430 2.06363 -0.09606
H: 0.90833 2.44312 -0.29331
H: -0.28550 -1.94811 -0.86411

Model 2:
The following is a quantum chemistry calculation of the molecule C3H9N2OP, from the OMol25 dataset.

Its molar mass is 120.1 g mol⁻¹. The value obtained for the lowest unoccupied orbital energy is 0.0266 hartree. As for the multiplicity: 1.

Positions of all 16 atoms, in Å:
C: -0.44678 -0.60293 1.21760
N: -0.06763 0.77306 0.79915
P: 1.71862 1.05884 1.11179
C: -0.39190 0.81388 -0.72774
C: 0.48315 -0.17167 -1.53518
N: -0.02445 -0.57603 -2.70939
O: 1.54391 -0.46393 -1.10884
H: 0.41021 -1.18003 1.06027
H: -0.57145 -0.64257 2.30007
H: -1.42231 -0.94166 0.81482
H: 2.20525 -0.29453 1.32936
H: 1.58453 1.04748 2.55012
H: -1.46948 0.77031 -0.93246
H: -0.08431 1.67788 -1.13521
H: -0.91751 -0.15987 -2.98066
H: 0.46310 -1.17180 -3.35528

Which is the most stable structure? model 2 is the most stable.